<A>
The following is a DFT calculation (ωB97M-V with the def2-TZVPD basis set) of 2 unconnected molecules or ions with the total composition C3H9N4.

Calculated values
LUMO: -3.9462 eV
highest occupied orbital energy: -14.26 eV
Kohn-Sham gap: 10.32 eV
total charge: +1
2S+1: 1

Geometry as XYZ:
```
16
Properties=species:S:1:pos:R:3:mulliken_charge:R:1
C -1.83837 0.03192 -0.73317 0.609
C -0.12114 1.41993 -0.18047 -0.415
C 0.05476 0.43483 0.94131 0.016
N -1.24902 1.04764 -1.02114 -0.295
N -0.74839 -0.52804 0.97908 -0.433
N -2.67526 -0.88566 -1.01219 -0.362
N 2.74980 -0.79453 -0.23026 -0.757
H -0.24580 2.39518 0.42229 0.324
H 0.75903 1.45492 -0.74328 0.324
H 0.78601 0.78612 1.70211 0.408
H -0.98567 -1.12044 1.74420 0.264
H -3.51612 -0.86248 -1.59829 0.279
H -2.58853 -1.71195 -0.43850 0.261
H 3.26569 -0.19128 -0.89268 0.257
H 3.08865 -1.73585 -0.56969 0.272
H 3.39071 -0.58793 0.53553 0.250
```

<B>
The following is a DFT calculation (ωB97M-V with the def2-TZVPD basis set) of a gas-phase ion, C3H9N4 (charge +1).

Calculated values
LUMO: -3.2071 eV
highest occupied orbital energy: -14.43 eV
Kohn-Sham gap: 11.22 eV
total charge: +1
2S+1: 1
SMILES: CN1CC(N)=N[NH2+]1

Geometry as XYZ:
```
16
Properties=species:S:1:pos:R:3:mulliken_charge:R:1
C -2.02782 0.31053 -0.51514 -0.892
N -1.10258 -0.02773 0.54596 -0.173
C 0.15204 0.79674 0.67943 -0.518
C 1.29485 0.00215 0.00401 0.569
N 2.45004 0.55718 -0.19882 -0.361
N 0.99021 -1.25926 -0.17632 -0.719
N -0.34630 -1.47871 0.13103 0.065
H -1.58348 0.31872 -1.54183 0.355
H -2.71415 -0.46253 -0.40933 0.385
H -2.65596 1.18757 -0.42106 0.344
H 0.45188 0.99732 1.65698 0.386
H 0.20424 1.78865 0.10470 0.317
H 2.86337 1.44308 -0.09669 0.218
H 3.23190 -0.11954 -0.16745 0.291
H -0.84400 -1.98690 -0.61362 0.374
H -0.36425 -2.06728 1.01814 0.357
```

Stability check: which of them is most stable? <A>.

<A>
The following is a DFT calculation (ωB97M-V with the def2-TZVPD basis set) of a molecular structure, C5H14N2O2.

Calculated values
LUMO: 0.8093 eV
highest occupied orbital energy: -7.63 eV
Kohn-Sham gap: 8.44 eV
total charge: 0
2S+1: 1

Geometry as XYZ:
```
23
Properties=species:S:1:pos:R:3:mulliken_charge:R:1
C 1.62744 0.10867 -0.45331 0.623
C 0.95815 -1.51869 0.31055 -0.759
N 2.80834 0.07155 -1.25232 -0.627
N 0.19267 -2.23022 -0.59952 -0.439
O 0.62675 0.55276 -1.31267 -0.588
O 1.72583 0.96054 0.67422 -0.554
H -0.22382 0.50936 -0.85405 0.266
H 1.93496 1.85846 0.37218 0.274
H 2.88046 0.86557 -1.87767 0.247
H 3.63636 -0.01632 -0.67980 0.270
H 0.69008 -2.56067 -1.41443 0.242
H -0.70714 -1.83142 -0.84703 0.237
H 0.37954 -1.13244 1.14873 0.373
H 2.08484 -1.44150 0.18530 0.364
C -1.59263 1.38354 1.45729 -0.892
C -2.19005 0.13764 0.88728 0.132
C -2.64008 0.00264 -0.35397 -0.990
H -2.17210 -0.72962 1.54022 0.335
H -1.67938 2.21938 0.76240 0.260
H -2.09586 1.65240 2.38825 0.369
H -0.53377 1.23304 1.67837 0.205
H -3.05543 -0.92852 -0.71206 0.361
H -2.65515 0.83386 -1.04798 0.291
```

<B>
The following is a DFT calculation (ωB97M-V with the def2-TZVPD basis set) of 3 unconnected molecules or ions with the total composition C5H14N2O2.

Calculated values
LUMO: 0.8312 eV
highest occupied orbital energy: -9.56 eV
Kohn-Sham gap: 10.39 eV
total charge: 0
2S+1: 1
SMILES: [H]/N=C/C.CC(N)=O.CO

Geometry as XYZ:
```
23
Properties=species:S:1:pos:R:3:mulliken_charge:R:1
H 1.80183 0.42766 -1.64457 0.226
N 1.48683 -0.27259 -0.97490 -0.620
C 0.75190 -1.18844 -1.50132 0.138
C 0.45842 -2.45996 -0.78530 -1.066
H 0.51529 -1.20176 -2.57076 0.331
H 0.70361 -2.38451 0.27363 0.279
H -0.60921 -2.67156 -0.89044 0.296
H 1.00435 -3.28658 -1.25265 0.362
C -1.46895 -0.22211 0.90561 -0.959
C -1.56599 -0.00443 -0.70954 0.564
N -1.23601 1.25924 -1.05490 -0.305
O -2.25321 -0.73020 -1.39521 -0.627
H -1.76551 0.68856 1.40753 0.404
H -0.45881 -0.48726 1.19746 0.099
H -2.11614 -1.07701 1.09755 0.385
H -1.52398 1.59858 -1.95710 0.208
H -0.61360 1.78868 -0.44767 0.297
C 1.13473 1.84809 2.07602 -0.637
O 0.92705 1.79274 0.69378 -0.578
H 0.78833 2.82186 2.42819 0.223
H 2.19649 1.76361 2.33527 0.272
H 0.56978 1.07784 2.61688 0.268
H 1.27280 0.91956 0.15245 0.441
```

<C>
The following is a DFT calculation (ωB97M-V with the def2-TZVPD basis set) of 2 unconnected molecules or ions with the total composition C5H14N2O2.

Calculated values
LUMO: 0.7419 eV
highest occupied orbital energy: -9.20 eV
Kohn-Sham gap: 9.94 eV
total charge: 0
2S+1: 1
SMILES: C[C@@H](CN)N(C)C=O.O

Geometry as XYZ:
```
23
Properties=species:S:1:pos:R:3:mulliken_charge:R:1
C -1.22622 1.72824 -0.96191 -1.431
C -0.48346 0.42576 -0.71705 0.312
C 0.73958 0.43120 -1.66016 -0.847
N 1.70587 -0.56756 -1.20706 -0.481
N -0.13572 0.16647 0.67043 0.218
C -1.27866 -0.25547 1.49683 -1.212
C 1.02776 0.52005 1.25494 0.183
O 1.27583 0.09597 2.37417 -0.624
H -2.03705 1.95418 -0.25152 0.341
H -1.77685 1.81747 -1.89419 0.386
H -0.53333 2.56464 -0.84680 0.359
H -1.11776 -0.41055 -1.00883 0.277
H 0.49064 0.16384 -2.70000 0.354
H 1.23654 1.40087 -1.76698 0.340
H 1.26088 -1.28586 -0.64015 0.151
H 2.19678 -1.13412 -1.88475 0.285
H -1.84582 -0.93878 0.86463 0.396
H -0.92327 -0.81361 2.35056 0.372
H -1.88047 0.62362 1.71724 0.302
H 1.76154 1.18261 0.80416 0.372
O 0.74851 -2.78516 1.08567 -0.690
H -0.16891 -2.91512 1.34609 0.313
H 0.96359 -1.96868 1.57467 0.323
```

<D>
The following is a DFT calculation (ωB97M-V with the def2-TZVPD basis set) of 2 unconnected molecules or ions with the total composition C5H14N2O2.

Calculated values
LUMO: 0.8696 eV
highest occupied orbital energy: -9.22 eV
Kohn-Sham gap: 10.09 eV
total charge: 0
2S+1: 1
SMILES: CC(C)ON.CC(N)=O

Geometry as XYZ:
```
23
Properties=species:S:1:pos:R:3:mulliken_charge:R:1
C 1.90523 0.20718 1.70660 -1.698
C 1.41336 -0.29185 0.35283 1.663
C 2.17738 -1.52477 -0.12823 -1.432
O 1.62093 0.64646 -0.71851 -0.309
N 1.05684 1.95393 -0.52159 -0.635
H 1.32588 1.07066 2.02714 0.423
H 2.95774 0.48266 1.65859 0.384
H 1.77869 -0.58630 2.43603 0.408
H 0.34936 -0.53725 0.44674 -0.436
H 1.64147 -2.42820 0.13392 0.337
H 2.27222 -1.47633 -1.20838 0.390
H 3.17556 -1.55923 0.30128 0.318
H 0.92553 2.29568 -1.47341 0.219
H 1.78681 2.53446 -0.08436 0.247
C -3.76344 -0.34905 -0.42820 -1.213
C -2.26071 -0.46561 -0.27404 0.802
N -1.58923 0.50162 -0.93276 -0.289
O -1.71522 -1.34045 0.36344 -0.652
H -4.03146 -0.35342 -1.48219 0.332
H -4.10685 0.58198 0.01784 0.320
H -4.24777 -1.18326 0.07020 0.313
H -0.58929 0.57862 -0.86616 0.336
H -2.08303 1.24249 -1.39679 0.174
```

Stability check: which of them is most stable? <C>.

<A>
The following is a DFT calculation (ωB97M-V with the def2-TZVPD basis set) of a gas-phase ion, C2H10N4 (charge +2).

Calculated values
LUMO: -7.7868 eV
highest occupied orbital energy: -19.20 eV
Kohn-Sham gap: 11.42 eV
total charge: +2
2S+1: 1
SMILES: [NH3+]C/N=C/N[NH3+]

Geometry as XYZ:
```
16
Properties=species:S:1:pos:R:3:mulliken_charge:R:1
N 0.01012 -0.98213 -2.27421 -0.383
C 0.88443 -0.25598 -1.30308 -0.628
N 0.24240 -0.03082 -0.05247 -0.502
C -0.50457 0.94611 0.29198 0.141
N -0.92764 0.98643 1.66961 -0.218
N -0.14435 0.06283 2.41976 -0.323
H 0.66430 -1.42827 -3.01435 0.413
H -0.90628 -0.50347 -2.55754 0.377
H -0.25041 -1.82885 -1.68082 0.424
H 1.22613 0.81909 -1.61712 0.446
H 1.86701 -0.82102 -1.07930 0.365
H -0.86214 1.78478 -0.36009 0.397
H -1.36100 1.74333 2.14625 0.274
H 0.20440 -0.54430 1.39979 0.489
H 0.66910 0.47019 2.86679 0.346
H -0.81150 -0.41792 3.14481 0.383
```

<B>
The following is a DFT calculation (ωB97M-V with the def2-TZVPD basis set) of 2 unconnected molecules or ions with the total composition C2H10N4.

Calculated values
LUMO (spin up / spin down): -10.3496 / -10.3176 eV
highest occupied orbital energy (spin up / spin down): -19.32 / -19.56 eV
Kohn-Sham gap (spin up / spin down): 8.97 / 9.24 eV
total charge: +2
2S+1: 1

Geometry as XYZ:
```
16
Properties=species:S:1:pos:R:3:mulliken_charge:R:1
C 1.66367 -0.30025 0.08173 0.556
C -1.65608 0.02467 -1.09269 -0.883
N 2.03130 -0.60867 -1.09110 -0.311
N 2.17013 0.41642 1.01825 -0.316
N -0.92699 0.39339 0.02454 -0.221
N -1.55698 -0.03425 1.30428 -0.227
H -1.12534 0.44861 -2.03904 0.335
H -2.66249 0.45427 -1.35215 0.405
H -1.94133 -1.05305 -1.20614 0.420
H 2.87932 -0.19089 -1.52735 0.277
H 1.44342 -1.00440 -1.78150 0.257
H 3.15460 0.91611 1.06405 0.312
H 1.62526 0.49825 1.87997 0.245
H -1.15279 -0.88641 1.62390 0.358
H -2.56271 0.24832 1.06629 0.440
H -1.38301 0.67789 2.02698 0.352
```

Stability check: which of them is most stable? <A>.

<A>
The following is a DFT calculation (ωB97M-V with the def2-TZVPD basis set) of C3H5BN2O2 in the gas phase.

Calculated values
LUMO: 0.2530 eV
highest occupied orbital energy: -8.69 eV
Kohn-Sham gap: 8.94 eV
total charge: 0
2S+1: 1
SMILES: OB(O)c1ncc[nH]1

Geometry as XYZ:
```
13
Properties=species:S:1:pos:R:3:mulliken_charge:R:1
O -2.26583 -1.23609 -0.00704 -0.524
B -1.47042 -0.14651 0.20071 0.557
O -1.98652 1.15182 0.00674 -0.590
C 0.05517 -0.20973 0.32961 0.131
N 0.80087 -1.28447 0.25698 -0.506
C 2.04765 -0.87604 -0.05060 -0.484
C 2.11564 0.51422 -0.04865 -0.316
N 0.84251 0.89174 0.15878 0.013
H -3.11407 -1.18354 -0.51781 0.300
H -2.89907 1.09358 0.03236 0.256
H 2.70334 -1.55356 -0.45659 0.438
H 2.88121 1.12021 -0.09993 0.523
H 0.28951 1.71836 0.19543 0.203
```

<B>
The following is a DFT calculation (ωB97M-V with the def2-TZVPD basis set) of a molecular structure, C3H5BN2O2.

Calculated values
LUMO: -0.2837 eV
highest occupied orbital energy: -8.89 eV
Kohn-Sham gap: 8.61 eV
total charge: 0
2S+1: 1

Geometry as XYZ:
```
13
Properties=species:S:1:pos:R:3:mulliken_charge:R:1
B -0.52272 -0.47539 -0.38320 0.568
C 1.01539 -0.82551 1.01278 -0.149
C -0.01849 0.90653 -0.84101 -0.147
C 0.68187 1.82592 -0.15648 -0.436
N 1.32808 0.31534 1.27059 0.440
N 1.57992 1.42580 0.83295 -0.664
O -1.39699 -0.60396 0.64945 -0.609
O -0.60906 -1.42065 -1.33344 -0.517
H 0.50036 -1.45232 1.71144 0.228
H -0.51886 1.35296 -1.70232 0.321
H 0.93369 2.70454 -0.63256 0.434
H -1.76773 -1.57954 0.74828 0.283
H -1.20546 -2.17374 -1.17649 0.247
```

Stability check: which of them is most stable? <A>.